DFT (ωB97M-V/def2-TZVPD) results for a single C5H8O2 molecule.

CARTESIAN COORDINATES (ANGSTROEM)
O: 1.940 -0.820 -0.525
C: 0.957 -0.320 0.341
C: 0.657 1.185 0.158
C: -0.820 1.440 0.058
C: -1.406 0.124 0.527
C: -0.428 -0.926 0.021
O: -0.552 -0.949 -1.408
H: 1.451 -1.021 -1.340
H: 1.269 -0.544 1.369
H: 1.013 1.828 0.988
H: 1.135 1.629 -0.728
H: -0.772 -0.056 -1.683
H: -1.376 0.207 1.630
H: -2.449 -0.010 0.226
H: -0.570 -1.950 0.380

**HOMO level**: -8.72 eV
**Kohn-Sham gap**: 8.3 eV